{
  "formula": "C4H10O",
  "method": "the ωB97M-V functional and the def2-TZVPD basis",
  "symbols": ["C", "O", "H", "H", "C", "C", "C", "H", "H", "H", "H", "H", "H", "H", "H"],
  "coordinates": [[2.75350, -0.54606, -0.68168], [3.43411, 0.13221, -1.46950], [1.75473, -0.84184, -1.07732], [3.34204, -1.15057, 0.07814], [-2.72199, -0.18599, 1.58421], [-2.09536, 0.67114, 0.44759], [-0.86498, 0.03690, -0.14733], [-3.14167, -1.11037, 1.30349], [-3.42181, 0.61764, 1.97432], [-2.10044, -0.41836, 2.49083], [-1.70888, 1.60055, 0.84374], [-2.87930, 0.70312, -0.34603], [-0.38247, 0.75849, -0.84219], [-0.23684, -0.16017, 0.71415], [-1.12522, -0.91215, -0.59985]],
  "relative_energy_kcal_mol": 46.3,
  "lumo_ev": 0.5,
  "homo_lumo_gap_ev": 10.6877,
  "smiles": "C=O.CCC",
  "homo_energy_ev": -10.2
}

---

{
  "formula": "C8H6Cl2FP",
  "method": "the ωB97M-V functional and the def2-TZVPD basis",
  "symbols": ["C", "P", "C", "C", "C", "F", "C", "C", "Cl", "C", "C", "Cl", "H", "H", "H", "H", "H", "H"],
  "coordinates": [[1.30599, 0.64377, -2.75960], [1.51942, 0.22970, -1.20984], [0.78030, -0.40240, 0.55122], [0.79281, 0.62678, 1.70655], [-0.32292, 1.34102, 1.74449], [-0.58915, 2.34158, 2.61856], [-1.53258, 1.04626, 0.98386], [-1.68539, -0.16899, 0.40728], [-3.16195, -0.45482, -0.40535], [-0.54855, -0.88905, 0.01933], [-0.46627, -1.82814, -0.90665], [1.03397, -2.59639, -1.37912], [0.64347, 0.38198, -3.62619], [2.70198, 0.76449, -0.76548], [1.40757, -1.27769, 0.87463], [1.76041, 0.89285, 2.19020], [-2.30132, 1.71172, 1.33069], [-1.33780, -2.36264, -1.37456]],
  "lumo_ev": -0.9,
  "homo_lumo_gap_ev": 7.1977,
  "smiles": "C#[PH][C@H]1C=C(F)C=C(Cl)/C1=C/Cl",
  "homo_energy_ev": -8.1
}

---

{
  "formula": "C27H37N6O2",
  "method": "the ωB97M-V functional and the def2-TZVPD basis",
  "symbols": ["C", "O", "C", "C", "C", "C", "C", "C", "N", "N", "N", "N", "C", "C", "C", "C", "C", "C", "C", "C", "N", "C", "C", "N", "C", "C", "C", "C", "C", "C", "C", "C", "C", "O", "C", "H", "H", "H", "H", "H", "H", "H", "H", "H", "H", "H", "H", "H", "H", "H", "H", "H", "H", "H", "H", "H", "H", "H", "H", "H", "H", "H", "H", "H", "H", "H", "H", "H", "H", "H", "H", "H"],
  "coordinates": [[-5.77226, -2.35857, -0.06474], [-4.70034, -1.80834, 0.66822], [-3.51684, -1.57564, 0.04219], [-3.30034, -1.84244, -1.30452], [-2.08763, -1.57991, -1.91801], [-1.05523, -1.01435, -1.19155], [0.28224, -0.72029, -1.83933], [0.71872, 0.64673, -1.41143], [1.75398, 0.94835, -0.65115], [1.77997, 2.27409, -0.53099], [0.82925, 2.79029, -1.17135], [0.12730, 1.81193, -1.74648], [-1.02374, 2.05600, -2.57500], [-1.87492, 3.18936, -1.99497], [-2.47987, 2.79823, -0.67280], [-1.87467, 3.17409, 0.51902], [-2.44294, 2.82874, 1.73256], [-3.62495, 2.11040, 1.76612], [-4.22381, 1.71453, 0.58226], [-3.64944, 2.05005, -0.63049], [1.25269, -1.77450, -1.61042], [2.56332, -1.63206, -2.21281], [3.68670, -1.69959, -1.16069], [3.21701, -1.07303, 0.08904], [4.30122, -0.68887, 1.02958], [5.33432, 0.23088, 0.35615], [5.74937, 1.20646, 1.45490], [4.42344, 1.49884, 2.14365], [3.75878, 0.12131, 2.22837], [2.19302, -1.95025, 0.69737], [1.28802, -2.55367, -0.40633], [-1.26224, -0.73291, 0.15288], [-2.45759, -1.02540, 0.79899], [-2.44903, -0.73511, 2.12074], [-3.49331, -1.15017, 2.98083], [-5.52540, -3.34898, -0.45741], [-6.59051, -2.44872, 0.64749], [-6.07736, -1.70173, -0.88446], [-4.09132, -2.26852, -1.89869], [-1.95603, -1.82023, -2.96143], [0.13177, -0.68063, -2.92991], [-1.60264, 1.13056, -2.62455], [-0.67587, 2.32527, -3.57829], [-1.24940, 4.07443, -1.87403], [-2.66354, 3.41416, -2.71383], [-0.96408, 3.75632, 0.49489], [-1.96995, 3.13523, 2.65324], [-4.08088, 1.86947, 2.71395], [-5.14727, 1.15484, 0.60219], [-4.12442, 1.74934, -1.55410], [2.72147, -2.43714, -2.94266], [2.61798, -0.68321, -2.75051], [3.96606, -2.73425, -0.94893], [4.56473, -1.17747, -1.53494], [2.69103, -0.14552, -0.18937], [4.77801, -1.61347, 1.37097], [6.18250, -0.31593, -0.05142], [4.85575, 0.80011, -0.44265], [6.22368, 2.09807, 1.05331], [6.44071, 0.72639, 2.14757], [4.54741, 1.95354, 3.12288], [3.82432, 2.16692, 1.52407], [4.03259, -0.37322, 3.15928], [2.67630, 0.21966, 2.20996], [2.68740, -2.74994, 1.25373], [1.59483, -1.36497, 1.39444], [0.27688, -2.67746, -0.02207], [1.66046, -3.54557, -0.68242], [-0.49224, -0.27595, 0.75587], [-4.43740, -0.66310, 2.73887], [-3.17006, -0.85003, 3.97684], [-3.62574, -2.23348, 2.95232]],
  "relative_energy_kcal_mol": 8.2,
  "lumo_ev": -1.8,
  "homo_lumo_gap_ev": 8.9245,
  "total_charge": 1,
  "smiles": "COc1ccc([C@@H](c2nnnn2CCc2ccccc2)N2CC[NH+](C3CCCC3)CC2)cc1OC",
  "homo_energy_ev": -10.7
}

---

{
  "formula": "H20O10",
  "method": "the ωB97M-V functional and the def2-TZVPD basis",
  "symbols": ["O", "H", "H", "O", "H", "H", "O", "H", "H", "O", "H", "H", "O", "H", "H", "O", "H", "H", "O", "H", "H", "O", "H", "H", "O", "H", "H", "O", "H", "H"],
  "coordinates": [[-1.40915, 1.09532, -0.62666], [-1.20896, 1.65004, -1.38061], [-0.57905, 1.02171, -0.15574], [0.74892, -1.20848, 2.73688], [0.77019, -0.86715, 3.63091], [0.37222, -0.49802, 2.21767], [-2.46231, -0.66194, -0.13256], [-2.54243, -0.73183, 0.81871], [-1.88457, 0.08874, -0.27023], [-0.96776, -1.95183, 1.01013], [-0.86615, -1.28026, 0.33568], [-0.21754, -2.53300, 0.88508], [0.06246, -0.31037, -0.20116], [0.40186, -0.18950, 0.68565], [0.83258, -0.23717, -0.76490], [0.48807, 0.29497, -2.44654], [0.62309, 0.79349, -3.25244], [1.35711, 0.24165, -2.04886], [-1.18987, -0.57254, -2.37997], [-0.40462, -0.10316, -2.09841], [-1.91093, -0.11507, -1.94750], [2.22898, 0.04205, -1.58378], [2.52376, -0.39416, -0.78437], [2.76503, -0.34130, -2.27798], [0.99331, 0.89331, 1.33082], [1.44749, 1.35304, 2.03693], [1.55588, 1.01300, 0.56570], [-0.75024, 0.88462, 2.14789], [0.16665, 0.80550, 1.88465], [-0.94401, 1.81833, 2.06499]],
  "relative_energy_kcal_mol": 492.4,
  "lumo_ev": -1.3,
  "homo_lumo_gap_ev": 6.2681,
  "homo_energy_ev": -7.6
}

---

{
  "formula": "C10H16",
  "method": "the ωB97M-V functional and the def2-TZVPD basis",
  "symbols": ["C", "C", "C", "H", "H", "H", "H", "H", "H", "H", "H", "C", "C", "C", "C", "C", "C", "C", "H", "H", "H", "H", "H", "H", "H", "H"],
  "coordinates": [[2.12079, 2.31559, 0.48888], [2.21207, 3.24908, -0.71751], [2.57485, 2.99858, 1.79546], [1.12158, 1.91465, 0.64566], [2.81577, 1.47411, 0.39040], [3.23698, 3.28851, -1.07578], [3.59925, 3.37524, 1.68354], [1.83806, 4.23358, -0.43680], [1.54797, 2.89544, -1.51282], [1.99775, 3.90237, 1.99814], [2.56808, 2.28004, 2.61769], [-3.51020, -2.74499, -1.55511], [0.03115, -1.58767, 0.65159], [-0.59994, -0.68709, -0.16546], [-0.53679, -2.88029, 0.85836], [-1.81522, -0.97744, -0.86533], [-1.70127, -3.22015, 0.10141], [-2.33717, -2.29774, -0.69303], [0.96815, -1.28845, 1.12203], [-0.12170, 0.27997, -0.27860], [-0.14888, -3.55358, 1.61572], [-2.26429, -0.24228, -1.51929], [-2.11147, -4.22807, 0.14012], [-4.08041, -1.87163, -1.88740], [-4.20227, -3.33907, -0.94968], [-3.20282, -3.28869, -2.45218]],
  "relative_energy_kcal_mol": 6.3,
  "lumo_ev": [3.3, 3.3],
  "homo_lumo_gap_ev": [2.3213, 6.4639],
  "total_charge": -1,
  "s_squared": 0.761,
  "multiplicity": 2,
  "homo_energy_ev": [1.0, -3.2]
}

---

{
  "formula": "C42H87BCl2F7N4O23S7",
  "method": "the ωB97M-V functional and the def2-TZVPD basis",
  "symbols": ["C", "C", "C", "C", "C", "C", "C", "C", "C", "C", "B", "N", "O", "C", "N", "C", "N", "C", "C", "O", "C", "C", "O", "C", "N", "C", "Cl", "C", "C", "Cl", "C", "S", "O", "O", "C", "F", "F", "C", "F", "F", "C", "F", "F", "F", "H", "H", "H", "H", "H", "H", "H", "H", "H", "H", "H", "H", "H", "H", "H", "H", "H", "H", "H", "H", "H", "H", "H", "H", "H", "H", "H", "H", "H", "H", "H", "H", "H", "H", "H", "H", "H", "H", "H", "O", "S", "O", "O", "C", "C", "C", "H", "H", "H", "H", "H", "H", "H", "H", "O", "S", "O", "O", "C", "C", "C", "H", "H", "H", "H", "H", "H", "H", "H", "O", "S", "O", "O", "C", "C", "C", "H", "H", "H", "H", "H", "H", "H", "H", "O", "S", "O", "O", "C", "C", "C", "H", "H", "H", "H", "H", "H", "H", "H", "O", "S", "O", "O", "C", "C", "C", "H", "H", "H", "H", "H", "H", "H", "H", "O", "S", "O", "O", "C", "C", "C", "H", "H", "H", "H", "H", "H", "H", "H"],
  "coordinates": [[0.83558, -6.25333, 3.66844], [0.27221, -6.56846, 5.08661], [0.41040, -5.39136, 6.08318], [-0.83562, -4.46487, 5.88493], [-0.52062, -2.97754, 6.23753], [0.43627, -2.35621, 5.17435], [0.34049, -0.82176, 5.01052], [-1.11674, -0.27404, 4.74217], [-1.23699, 0.53880, 3.42662], [-1.66800, -0.23206, 2.13097], [-1.38339, -1.81587, 2.20876], [-2.25939, -2.71218, 2.96235], [-0.26240, -2.42841, 1.60744], [-0.65013, 0.31668, 1.03063], [-0.60941, 1.77051, 0.99079], [-0.94172, -0.22342, -0.41088], [-0.09121, 0.46219, -1.40924], [1.33665, 0.30166, -1.07730], [1.98545, -1.03922, -0.71636], [1.99249, 1.26998, -1.05510], [-0.29028, -0.08269, -2.76592], [-0.11343, -1.55846, -3.15615], [-0.56876, 0.68808, -3.60318], [-2.39269, 0.12423, -0.75381], [-3.40421, -0.39769, 0.25173], [-4.67639, 0.12168, -0.29448], [-4.99347, 1.84406, -0.22696], [-5.55766, -0.65065, -0.89617], [-5.38189, -2.13900, -1.10606], [-7.01772, 0.02192, -1.55437], [-3.11508, 0.10803, 1.64187], [-4.46447, -0.22401, 2.84335], [-5.52101, 0.71413, 2.58824], [-4.08463, -0.04585, 4.20566], [-5.25401, -1.90901, 2.71072], [-4.78570, -2.68132, 1.71136], [-4.96750, -2.55104, 3.83633], [-6.81683, -1.86220, 2.68595], [-7.25960, -1.27991, 1.57110], [-7.26127, -1.23909, 3.75421], [-7.47842, -3.28040, 2.71826], [-7.35754, -3.86702, 3.87758], [-7.12329, -4.05790, 1.71722], [-8.78788, -3.05677, 2.57429], [0.05696, -6.15907, 2.89667], [1.45355, -7.10750, 3.34995], [1.49653, -5.37372, 3.64512], [-0.76929, -6.90042, 4.96076], [0.82871, -7.43770, 5.47044], [0.42265, -5.72891, 7.12647], [1.30765, -4.81662, 5.81895], [-1.68351, -4.77385, 6.51356], [-1.13316, -4.58815, 4.82933], [-1.43643, -2.39912, 6.41817], [0.03686, -3.02621, 7.18695], [1.46179, -2.56811, 5.52240], [0.33013, -2.92353, 4.23237], [0.92523, -0.53460, 4.11185], [0.78696, -0.26851, 5.83968], [-1.89688, -1.02089, 4.91450], [-1.26697, 0.46871, 5.54374], [-1.99548, 1.32083, 3.59994], [-0.27565, 1.05327, 3.31004], [-1.92674, -2.84339, 3.91799], [-2.16676, -3.63676, 2.53392], [0.50121, -2.10583, 2.11936], [0.34899, -0.00428, 1.35889], [0.19584, 2.14506, 0.50548], [-1.47495, 2.21224, 0.71401], [-0.78165, -1.30917, -0.54416], [1.34756, -1.90169, -0.93352], [2.28345, -1.05178, 0.34198], [2.93703, -1.08878, -1.28693], [-0.70705, -2.18303, -2.46758], [0.94123, -1.84984, -3.06381], [-0.47792, -1.68061, -4.17768], [-2.47598, 1.20603, -0.90888], [-2.69051, -0.34210, -1.70702], [-3.35280, -1.41952, 0.17292], [-5.81857, -2.40606, -2.08395], [-5.95251, -2.72305, -0.37201], [-4.32678, -2.44961, -1.14658], [-3.10819, 1.20680, 1.53487], [4.96051, -3.05382, -1.32444], [5.75961, -2.18327, -2.13655], [5.22180, -1.54662, -3.30219], [7.10488, -2.94292, -2.52930], [6.99585, -4.21511, -3.20208], [6.56248, -4.07551, -4.64962], [6.48141, -0.94528, -1.11138], [6.31920, -4.87168, -2.65134], [7.98634, -4.66531, -3.16163], [5.54817, -3.68436, -4.72546], [6.58682, -5.04388, -5.14985], [7.21466, -3.38455, -5.18371], [6.92120, -1.41850, -0.23715], [5.68477, -0.26540, -0.81246], [7.23405, -0.40593, -1.68336], [-0.88108, 5.76353, 4.19687], [-1.03847, 5.45994, 2.80801], [-0.01406, 4.77518, 2.07922], [-1.43227, 6.79191, 2.02763], [-0.55688, 7.93155, 2.13739], [0.72183, 7.75527, 1.34176], [-2.56137, 4.60451, 2.57117], [-0.34337, 8.14077, 3.18788], [-1.11304, 8.78160, 1.74609], [1.33405, 6.94910, 1.74535], [1.31478, 8.67007, 1.36422], [0.49714, 7.50196, 0.30481], [-3.35400, 5.13223, 3.09560], [-2.43724, 3.60407, 2.98341], [-2.76897, 4.54622, 1.50450], [10.09880, 0.23274, -2.87301], [9.95280, 0.03915, -4.28558], [10.95917, -0.62861, -5.04935], [9.63197, 1.44743, -4.96748], [10.55568, 2.53109, -4.75704], [11.83878, 2.35667, -5.54608], [8.40113, -0.72664, -4.60404], [10.76087, 2.64799, -3.69053], [10.04633, 3.43474, -5.08858], [12.40555, 1.49375, -5.19828], [12.47316, 3.23791, -5.44398], [11.62051, 2.19526, -6.60259], [7.62656, -0.20348, -4.04925], [8.47175, -1.75737, -4.26850], [8.20359, -0.69798, -5.67323], [1.78377, 1.76032, 5.96667], [2.68874, 2.46261, 6.83321], [2.24165, 3.01068, 8.07328], [3.41923, 3.59790, 5.98850], [2.59951, 4.56155, 5.29590], [1.96293, 5.56636, 6.23266], [4.10442, 1.46049, 7.13990], [1.84288, 4.04805, 4.69815], [3.25974, 5.08065, 4.60269], [1.24638, 5.09052, 6.90117], [1.43318, 6.33157, 5.66538], [2.71873, 6.04433, 6.85815], [4.47108, 1.06112, 6.19749], [3.79317, 0.65070, 7.79740], [4.86274, 2.06601, 7.63007], [-6.50907, -1.62719, -6.51264], [-7.23396, -2.12820, -5.38813], [-6.58095, -2.90656, -4.37143], [-8.51246, -2.92115, -5.90826], [-8.31414, -4.00816, -6.83415], [-7.73404, -5.23839, -6.16435], [-8.08800, -0.80603, -4.60330], [-7.69010, -3.68112, -7.66838], [-9.29605, -4.24540, -7.23965], [-6.72395, -5.05399, -5.79951], [-7.68976, -6.07081, -6.86709], [-8.34014, -5.52943, -5.30517], [-8.61556, -0.21841, -5.35051], [-7.33949, -0.19657, -4.10386], [-8.77986, -1.21916, -3.87255], [0.59513, 5.95311, -5.46528], [-0.18943, 5.56124, -6.59614], [-1.42987, 6.20736, -6.89408], [-0.43065, 3.98145, -6.53084], [-1.03867, 3.44067, -5.34603], [-2.52193, 3.75311, -5.27267], [0.81732, 5.57792, -8.04099], [-0.51563, 3.79714, -4.45571], [-0.90115, 2.36330, -5.39067], [-2.69899, 4.82280, -5.16444], [-2.97686, 3.24912, -4.41753], [-3.02722, 3.43367, -6.18531], [1.74975, 5.05964, -7.83231], [1.01189, 6.61965, -8.28841], [0.27544, 5.09828, -8.85257]],
  "lumo_ev": -2.9,
  "homo_lumo_gap_ev": 9.1736,
  "total_charge": 1,
  "homo_energy_ev": -12.1
}

---

What did the fourth record say?
{
  "formula": "H20O10",
  "method": "the ωB97M-V functional and the def2-TZVPD basis",
  "symbols": ["O", "H", "H", "O", "H", "H", "O", "H", "H", "O", "H", "H", "O", "H", "H", "O", "H", "H", "O", "H", "H", "O", "H", "H", "O", "H", "H", "O", "H", "H"],
  "coordinates": [[-1.40915, 1.09532, -0.62666], [-1.20896, 1.65004, -1.38061], [-0.57905, 1.02171, -0.15574], [0.74892, -1.20848, 2.73688], [0.77019, -0.86715, 3.63091], [0.37222, -0.49802, 2.21767], [-2.46231, -0.66194, -0.13256], [-2.54243, -0.73183, 0.81871], [-1.88457, 0.08874, -0.27023], [-0.96776, -1.95183, 1.01013], [-0.86615, -1.28026, 0.33568], [-0.21754, -2.53300, 0.88508], [0.06246, -0.31037, -0.20116], [0.40186, -0.18950, 0.68565], [0.83258, -0.23717, -0.76490], [0.48807, 0.29497, -2.44654], [0.62309, 0.79349, -3.25244], [1.35711, 0.24165, -2.04886], [-1.18987, -0.57254, -2.37997], [-0.40462, -0.10316, -2.09841], [-1.91093, -0.11507, -1.94750], [2.22898, 0.04205, -1.58378], [2.52376, -0.39416, -0.78437], [2.76503, -0.34130, -2.27798], [0.99331, 0.89331, 1.33082], [1.44749, 1.35304, 2.03693], [1.55588, 1.01300, 0.56570], [-0.75024, 0.88462, 2.14789], [0.16665, 0.80550, 1.88465], [-0.94401, 1.81833, 2.06499]],
  "relative_energy_kcal_mol": 492.4,
  "lumo_ev": -1.3,
  "homo_lumo_gap_ev": 6.2681,
  "homo_energy_ev": -7.6
}

---

Question: What is the formula in the first record?
Answer: C4H10O